Entry 1:
This record from OMol25 describes a structure of composition C3H5N3OS in a non-equilibrium geometry. The level of theory is ωB97M-V/def2-TZVPD.

```
13
Properties=species:S:1:pos:R:3:forces:R:3
C 1.605 1.581 -0.016 -3.77 -3.63 1.07
C 0.850 -1.618 -0.190 -2.35 -4.40 -0.41
C -1.945 0.259 -0.342 -2.68 6.41 5.30
H 1.073 2.598 0.174 1.67 -1.52 -0.58
H 2.610 1.276 -0.845 -3.42 1.17 2.96
H 1.209 -2.643 -0.446 0.34 0.92 -0.27
H -0.950 -0.045 1.588 -1.05 -0.46 -1.77
H -2.112 -0.386 -1.145 -0.25 -0.39 -2.01
N 0.747 0.534 0.562 9.49 4.57 -4.81
N 1.608 -0.675 -0.014 -0.73 3.04 1.84
N -1.341 -0.437 0.692 -1.84 1.16 0.09
O -2.438 1.414 -0.104 2.00 -3.91 -1.87
S -0.915 -1.856 0.085 2.60 -2.95 0.46
```
Positions in Å, forces in eV/Å.

Computed properties:
Frontier orbital gap in eV: 9.08
ΔE to the lowest compared entry with this formula, charge and spin in eV: 6.575
M in g mol⁻¹: 131.16
LUMO energy in eV: 0.00



Entry 2:
This record from OMol25 describes a cluster of 17 separate species, C27H24BCl64N3O4P in total in a non-equilibrium geometry. The level of theory is ωB97M-V/def2-TZVPD.

```
124
Properties=species:S:1:pos:R:3:forces:R:3
C 1.860 -1.281 -1.624 -0.38 0.23 0.27
C 0.755 -1.662 -2.618 0.50 0.14 -0.05
C 0.491 -0.520 -3.610 0.13 -0.20 0.02
C -0.916 -0.459 -4.154 -0.04 0.21 -0.19
O -1.916 -0.303 -3.103 -0.05 -0.12 -0.11
C -1.860 0.840 -2.433 0.04 -0.17 -0.12
N -1.946 2.071 -3.034 -0.01 0.05 -0.47
C -1.895 3.038 -2.105 0.12 0.05 -0.35
P -2.033 4.830 -2.458 0.17 0.86 0.63
O -1.612 5.705 -1.350 -0.10 -0.15 -0.01
N -1.761 2.428 -0.938 -0.51 -0.04 0.26
C -1.591 3.111 0.348 0.33 0.26 0.11
C -0.098 3.256 0.629 0.02 -0.13 -0.14
O 0.532 3.971 -0.419 0.21 -0.13 0.15
C -1.757 1.050 -1.097 0.27 0.45 0.88
B -1.685 -0.005 0.093 -0.30 -0.14 0.67
O -0.516 -0.086 0.792 0.36 -0.40 -1.05
N -2.843 -0.802 0.424 0.01 0.21 -1.30
C -2.811 -2.148 -0.222 0.25 -0.08 0.75
C -4.107 -0.110 0.121 -0.05 -0.47 0.07
H 1.443 -0.706 -0.792 0.04 0.04 -0.08
H 2.602 -0.634 -2.095 0.13 -0.23 -0.03
H 2.346 -2.156 -1.195 0.08 0.01 -0.09
H -0.163 -1.932 -2.092 0.04 -0.07 0.00
H 1.103 -2.537 -3.171 -0.31 -0.05 -0.04
H 1.158 -0.654 -4.468 -0.04 0.16 -0.01
H 0.770 0.445 -3.170 -0.14 -0.01 0.05
H -1.015 0.383 -4.848 -0.01 -0.08 -0.06
H -1.212 -1.359 -4.689 0.00 -0.04 0.16
H -2.055 2.216 -4.027 0.07 0.09 0.02
H -1.292 4.965 -3.639 -0.17 -0.28 -0.22
H -3.379 4.989 -2.812 -0.02 -0.25 -0.23
H -2.074 4.082 0.265 0.09 0.02 0.10
H -2.059 2.542 1.152 -0.10 -0.17 -0.21
H 0.037 3.722 1.605 -0.06 0.06 -0.05
H 0.364 2.266 0.663 -0.11 0.01 0.11
H 0.807 4.842 -0.114 -0.22 0.08 -0.08
H -0.325 -0.991 1.074 -0.17 0.21 0.66
H -2.619 -2.922 0.522 -0.11 -0.04 -0.02
H -3.780 -2.342 -0.680 0.09 -0.08 -0.08
H -2.028 -2.225 -0.983 -0.17 0.02 -0.10
H -4.083 0.903 0.522 -0.10 0.01 -0.02
H -4.924 -0.654 0.598 0.01 0.15 0.10
H -4.336 -0.086 -0.953 0.08 0.15 0.00
C -4.764 -4.916 2.827 -0.02 -0.01 0.00
Cl -4.112 -4.971 4.461 0.00 0.01 0.02
Cl -3.576 -5.569 1.691 0.02 -0.02 0.00
Cl -6.244 -5.866 2.729 -0.06 0.08 -0.02
Cl -5.120 -3.231 2.404 0.01 0.03 -0.02
C 3.107 3.741 4.061 0.03 0.02 0.01
Cl 1.687 3.418 5.060 -0.02 0.00 0.00
Cl 4.226 2.391 4.156 0.02 -0.06 -0.03
Cl 2.596 3.967 2.376 0.16 0.00 -0.02
Cl 3.904 5.211 4.620 -0.27 -0.12 0.31
C -3.178 -9.281 3.950 0.01 -0.04 0.00
Cl -1.912 -8.081 4.235 0.01 0.02 0.01
Cl -4.755 -8.577 4.318 0.05 -0.06 0.03
Cl -3.139 -9.783 2.260 -0.07 0.08 -0.07
Cl -2.900 -10.682 4.989 0.00 -0.01 0.00
C 7.105 1.372 7.278 0.01 -0.05 -0.01
Cl 7.436 0.904 5.607 -0.01 0.05 -0.08
Cl 8.628 1.614 8.134 0.01 0.01 0.00
Cl 6.172 2.871 7.290 -0.01 0.05 0.04
Cl 6.180 0.092 8.067 0.00 -0.02 0.01
C 9.564 -2.444 4.956 -0.01 -0.02 0.03
Cl 9.949 -1.605 6.461 -0.01 0.00 0.04
Cl 10.087 -1.459 3.585 0.01 0.03 -0.01
Cl 10.399 -3.996 4.923 0.04 0.02 -0.04
Cl 7.819 -2.705 4.852 -0.02 0.01 -0.05
C -6.472 3.621 -4.062 -0.07 0.06 -0.02
Cl -6.195 5.358 -4.194 0.03 0.00 0.00
Cl -4.896 2.780 -4.088 0.02 -0.11 0.01
Cl -7.267 3.266 -2.528 0.00 0.00 0.02
Cl -7.440 3.052 -5.404 0.04 0.16 -0.07
C -9.603 -0.799 -4.665 -0.02 -0.03 0.00
Cl -10.621 -1.713 -3.561 0.23 0.02 0.12
Cl -10.622 0.072 -5.817 0.00 0.02 -0.01
Cl -8.629 0.367 -3.757 -0.01 -0.14 0.09
Cl -8.532 -1.897 -5.541 0.00 -0.01 -0.01
C -0.697 -12.782 0.599 -0.02 0.02 -0.02
Cl 0.307 -14.208 0.353 -0.03 0.00 0.06
Cl 0.086 -11.378 -0.142 0.01 0.02 -0.02
Cl -2.277 -13.033 -0.153 -0.02 0.00 -0.01
Cl -0.915 -12.486 2.323 0.08 -0.08 0.06
C 2.108 4.336 -4.819 -0.04 -0.02 -0.01
Cl 2.382 6.060 -5.024 -0.01 0.01 -0.01
Cl 3.631 3.463 -4.913 -0.01 -0.01 -0.01
Cl 1.358 4.042 -3.239 0.13 -0.06 0.14
Cl 1.009 3.754 -6.086 -0.04 -0.02 -0.04
C 7.059 7.413 1.842 0.00 0.02 0.04
Cl 5.932 6.603 2.943 0.24 0.13 -0.28
Cl 6.142 8.408 0.701 -0.01 0.01 -0.02
Cl 8.160 8.438 2.753 -0.03 -0.18 0.11
Cl 7.977 6.196 0.952 0.01 -0.01 -0.01
C 7.187 -5.922 7.293 0.00 0.01 0.01
Cl 8.058 -4.515 7.907 0.03 -0.02 0.05
Cl 5.480 -5.506 7.086 -0.02 0.01 -0.01
Cl 7.860 -6.407 5.734 -0.02 -0.04 0.01
Cl 7.334 -7.253 8.440 -0.01 -0.01 0.00
C 10.334 11.867 1.897 0.00 0.01 -0.01
Cl 10.802 10.794 3.224 0.00 -0.01 0.02
Cl 8.821 11.301 1.187 0.03 0.16 -0.09
Cl 10.110 13.504 2.527 0.01 0.02 0.00
Cl 11.601 11.874 0.675 -0.12 -0.23 -0.04
C -14.152 -4.322 -4.387 -0.02 0.00 0.01
Cl -13.145 -5.750 -4.643 0.01 -0.01 0.00
Cl -13.317 -2.899 -5.019 -0.15 -0.04 -0.11
Cl -15.693 -4.528 -5.218 0.00 0.00 0.00
Cl -14.436 -4.102 -2.657 0.00 0.00 0.02
C 14.569 15.017 0.057 0.01 0.01 0.00
Cl 13.145 14.725 1.057 0.10 0.23 0.04
Cl 15.678 13.650 0.211 0.01 -0.01 0.00
Cl 14.073 15.182 -1.631 0.00 0.00 -0.02
Cl 15.378 16.495 0.580 0.00 0.00 0.01
C -12.626 1.070 -1.286 -0.01 -0.01 0.00
Cl -13.238 0.589 -2.867 -0.08 0.03 -0.04
Cl -13.788 2.133 -0.494 -0.01 0.00 0.01
Cl -12.365 -0.368 -0.294 0.02 -0.02 0.01
Cl -11.090 1.928 -1.489 0.02 0.01 -0.01
C 0.542 -14.999 -3.514 -0.01 0.01 0.01
Cl 0.864 -15.502 -5.175 0.00 0.01 -0.02
Cl 2.062 -14.581 -2.718 0.06 -0.02 -0.04
Cl -0.518 -13.584 -3.519 -0.02 0.01 0.01
Cl -0.243 -16.317 -2.643 0.00 -0.01 0.00
```
Positions in Å, forces in eV/Å.

Computed properties:
Charge: +1
Frontier orbital gap in eV: 9.01
M in g mol⁻¹: 2765.28
LUMO energy in eV: -2.75



Entry 3:
This record from OMol25 describes a cluster of 19 separate species, C9H54NO19 in total in a non-equilibrium geometry. The level of theory is ωB97M-V/def2-TZVPD.

```
83
Properties=species:S:1:pos:R:3:forces:R:3
C 9.965 -20.605 -28.681 0.71 -0.30 0.32
C 10.898 -21.743 -29.195 -0.66 0.65 0.08
C 12.088 -21.841 -28.255 0.54 0.20 0.22
C 11.807 -22.487 -26.916 -0.28 -0.03 0.11
C 11.177 -23.862 -27.115 0.13 0.50 0.21
C 10.030 -23.854 -28.142 -0.81 -0.21 1.01
N 10.329 -23.064 -29.294 1.35 -0.82 -1.22
O 9.452 -23.257 -30.382 -0.34 0.31 -0.02
C 8.754 -23.428 -27.360 -0.07 0.49 0.04
C 9.813 -25.320 -28.518 0.49 0.08 -0.64
C 11.415 -21.277 -30.561 0.48 0.26 0.41
H 10.448 -19.644 -28.869 -0.10 0.03 -0.09
H 9.914 -20.697 -27.594 -0.50 0.14 -0.08
H 8.980 -20.589 -29.138 -0.06 -0.08 0.00
H 12.531 -20.855 -28.088 -0.06 0.02 -0.33
H 12.837 -22.463 -28.744 0.28 0.11 -0.06
H 11.137 -21.867 -26.307 0.01 0.01 -0.10
H 12.752 -22.563 -26.360 -0.07 -0.17 0.05
H 10.739 -24.159 -26.157 0.14 -0.26 -0.04
H 11.944 -24.594 -27.387 -0.01 0.04 -0.14
H 8.808 -22.419 -26.933 0.29 -0.14 -0.02
H 8.594 -24.109 -26.520 -0.19 -0.05 -0.09
H 7.872 -23.421 -27.998 0.02 -0.26 0.03
H 9.751 -25.897 -27.596 -0.28 -0.23 -0.08
H 10.659 -25.695 -29.104 0.08 0.07 0.22
H 8.966 -25.474 -29.183 -0.27 -0.02 0.35
H 12.073 -20.422 -30.363 -0.12 0.06 -0.12
H 10.597 -20.961 -31.205 0.01 -0.06 -0.05
H 12.048 -22.010 -31.065 -0.27 -0.18 -0.16
O 11.987 -26.508 -24.988 0.12 -0.04 -0.10
H 12.641 -25.801 -24.889 -0.12 -0.03 0.15
H 11.320 -26.130 -25.568 -0.01 -0.04 0.00
O 14.910 -19.481 -29.059 0.30 -0.44 0.12
H 14.678 -19.571 -28.120 -0.06 0.17 -0.19
H 15.175 -20.385 -29.313 -0.14 0.22 -0.12
O 14.165 -19.973 -26.312 0.04 -0.03 0.24
H 14.882 -20.459 -25.892 -0.01 0.00 -0.02
H 13.382 -20.526 -26.191 0.04 0.05 -0.09
O 13.827 -18.652 -31.649 -0.07 0.15 -0.42
H 14.652 -18.808 -31.173 -0.24 -0.09 0.38
H 13.769 -19.350 -32.308 0.10 -0.02 0.04
O 8.752 -25.403 -23.448 -0.03 0.02 0.00
H 8.113 -25.488 -22.734 -0.01 0.00 -0.02
H 8.323 -25.804 -24.210 0.03 0.01 0.00
O 10.867 -17.942 -31.028 0.08 0.28 -0.17
H 11.574 -17.287 -31.008 0.11 -0.15 0.02
H 11.268 -18.701 -31.463 0.03 -0.07 0.18
O 13.630 -24.338 -23.885 0.18 0.18 -0.02
H 13.235 -23.462 -23.845 -0.09 -0.05 -0.03
H 13.847 -24.554 -22.973 -0.06 -0.08 -0.02
O 11.276 -25.580 -31.654 -0.41 0.21 0.24
H 12.044 -25.495 -31.076 0.07 0.07 -0.25
H 10.617 -24.951 -31.281 0.21 0.05 -0.14
O 9.412 -27.679 -31.305 -0.05 -0.05 -0.06
H 8.658 -27.107 -31.529 0.08 -0.10 0.03
H 10.160 -27.097 -31.517 0.03 -0.05 0.07
O 6.649 -20.843 -28.212 0.01 0.07 0.26
H 7.310 -21.543 -28.152 -0.12 0.10 -0.08
H 5.844 -21.255 -27.884 -0.01 -0.08 -0.15
O 9.945 -22.384 -33.375 -0.12 0.06 0.10
H 10.555 -21.662 -33.551 -0.01 -0.03 0.03
H 9.950 -22.493 -32.405 0.02 -0.35 0.03
O 6.370 -23.501 -29.924 -0.16 0.01 0.39
H 6.723 -22.648 -30.223 -0.13 -0.03 -0.38
H 7.157 -23.933 -29.580 0.09 -0.05 -0.23
O 7.741 -25.476 -31.981 0.14 0.10 0.13
H 8.026 -25.073 -32.807 0.04 0.02 0.02
H 8.058 -24.856 -31.299 -0.08 0.11 -0.19
O 7.561 -21.406 -31.578 0.31 0.28 0.02
H 7.743 -21.549 -32.513 -0.02 -0.08 0.02
H 8.395 -21.680 -31.145 -0.24 -0.38 0.11
O 8.655 -17.393 -29.388 0.07 -0.01 0.17
H 9.488 -17.597 -29.848 -0.30 0.04 -0.05
H 8.570 -16.437 -29.387 0.08 -0.01 -0.08
O 13.538 -24.142 -30.528 0.22 0.22 0.26
H 12.775 -23.556 -30.400 -0.30 -0.25 0.04
H 13.656 -24.570 -29.670 -0.03 -0.13 -0.06
O 15.502 -22.101 -30.266 -0.12 0.03 0.13
H 15.884 -22.110 -31.147 -0.02 -0.06 0.00
H 14.776 -22.758 -30.295 0.25 0.03 -0.19
O 13.574 -27.546 -29.980 -0.09 0.04 0.13
H 13.716 -28.240 -30.630 -0.03 0.06 -0.06
H 12.640 -27.623 -29.749 0.01 -0.01 -0.04
```
Positions in Å, forces in eV/Å.

Computed properties:
Charge: -1
Frontier orbital gap in eV: 5.61
ΔE to the lowest compared entry with this formula, charge and spin in eV: 0.000
M in g mol⁻¹: 480.52
LUMO energy in eV: 1.71



Q: Look up the LUMO energy of the first one.
A: 0.00 eV



Q: M of number 3 (C9H54NO19)?
A: 480.52 g mol⁻¹



Q: Among the records above, which one has the highest frontier orbital gap?
A: C3H5N3OS



Q: What is the formula in the first record?
A: C3H5N3OS